Version i
DFT (ωB97M-V/def2-TZVPD) results for a single C14H18N2O3 molecule.

XYZ file:
```
37
C14H18N2O3 | the OMol25 dataset | ωB97M-V/def2-TZVPD
C 1.72 -3.26 0.16
C 0.30 -2.89 -0.13
C -0.43 -3.47 -1.15
C -1.74 -3.10 -1.38
C -2.37 -2.12 -0.62
C -1.62 -1.50 0.38
C -0.32 -1.91 0.64
H 0.21 -1.47 1.47
O -2.15 -0.50 1.19
C -2.47 0.73 0.58
C -1.30 1.70 0.41
O -1.43 2.91 0.46
N -0.12 1.12 0.11
N 1.01 1.92 -0.02
C 2.24 1.36 0.04
O 2.37 0.15 0.10
C 3.39 2.30 -0.02
C 3.32 3.58 -0.82
C 3.35 3.64 0.67
H 4.25 3.97 1.16
H 2.45 3.92 1.20
H 2.41 3.81 -1.34
H 4.21 3.87 -1.36
H 4.33 1.76 -0.01
H 0.80 2.91 0.06
H 0.08 0.13 0.15
H -2.93 0.59 -0.41
H -3.20 1.22 1.23
C -3.82 -1.79 -0.86
H -3.93 -1.07 -1.67
H -4.36 -2.69 -1.16
H -4.28 -1.39 0.04
H -2.31 -3.59 -2.16
H 0.03 -4.23 -1.78
H 2.34 -2.36 0.14
H 1.80 -3.70 1.15
H 2.09 -3.97 -0.58
```

Values from the calculation:
- Spin multiplicity: 1
- HOMO-LUMO gap: 9.62 eV
- SMILES: Cc1ccc(C)c(OCC(=O)NNC(=O)C2CC2)c1
- HOMO energy: -8.78 eV

Charge distribution, Löwdin scheme, values in e: -0.04, -0.26, -0.04, -0.03, -0.21, -0.23, 0.00, 0.14, -0.04, -0.09, -0.44, 0.06, 0.12, 0.11, -0.44, 0.06, -0.19, -0.10, -0.10, 0.10, 0.10, 0.10, 0.10, 0.14, 0.14, 0.11, 0.13, 0.14, -0.04, 0.08, 0.08, 0.08, 0.11, 0.11, 0.06, 0.09, 0.08

---

Version ii
DFT (ωB97M-V/def2-TZVPD) results for a single C14H18N2O3 molecule.

XYZ file:
```
37
C14H18N2O3 | the OMol25 dataset | ωB97M-V/def2-TZVPD
C -0.46 1.89 0.94
C -1.66 0.97 0.69
C -0.44 3.07 -0.11
C 0.84 2.91 -0.97
C 1.84 2.09 -0.06
C -1.90 -1.05 -0.57
C -3.40 -1.23 -0.24
C -1.15 -2.09 0.36
C 0.34 -2.03 0.42
C 0.89 -2.03 -0.87
C 1.31 -1.98 1.47
C 2.18 -1.86 -1.25
C 2.68 -1.80 1.11
C 3.08 -1.78 -0.23
H 1.21 0.67 1.04
H -0.32 2.22 1.97
H -0.46 4.06 0.45
H -1.16 2.91 -0.86
H 1.24 3.87 -1.20
H 0.53 2.30 -1.85
H 2.68 1.45 -0.44
H 2.47 2.85 0.56
H -0.42 0.45 -0.49
H -1.82 -1.38 -1.67
H -1.61 -2.02 1.34
H -1.46 -3.07 -0.02
H 0.16 -1.88 -1.69
H 1.00 -1.87 2.50
H 2.56 -1.92 -2.29
H 3.55 -1.81 1.88
H 4.19 -1.76 -0.45
H -5.10 -0.49 -0.55
N 0.83 1.32 0.52
N -1.47 0.30 -0.47
O -2.62 1.05 1.40
O -3.93 -2.23 0.16
O -4.20 -0.12 -0.55
```

Values from the calculation:
- Spin multiplicity: 1
- HOMO-LUMO gap: 9.57 eV
- SMILES: O=C(O)[C@H](Cc1ccccc1)NC(=O)[C@@H]1CCCN1
- HOMO energy: -8.89 eV

Charge distribution, Löwdin scheme, values in e: -0.17, -0.46, -0.10, -0.15, -0.20, -0.22, -0.44, -0.09, -0.20, -0.08, -0.02, -0.10, -0.10, -0.13, 0.04, 0.15, 0.13, 0.08, 0.08, 0.12, 0.12, 0.12, 0.13, 0.17, 0.13, 0.13, 0.12, 0.10, 0.12, 0.13, 0.12, 0.13, -0.08, 0.11, 0.12, 0.12, 0.07

---

Calculated relative energies: version i 0.0; version ii 97.9, given in kJ/mol